<1>
DFT (the ωB97M-V functional and the def2-TZVPD basis) results for an isolated ion of composition C4H7N2 and charge +1.

Computed properties:
Structure (SMILES): C/[NH+]=C1/[C@@H]2CN12
Spin multiplicity: 1
Orbital gap, hartree: 0.387
Total charge: +1
HOMO, eV: -15.117

Geometry as XYZ:
```
13
Properties=species:S:1:pos:R:3:nbo_charge:R:1
C -0.748 -2.097 0.377 -0.43
N 0.389 -1.321 -0.018 -0.51
C 0.283 0.195 -0.193 0.50
C 0.874 1.368 -0.717 -0.03
C 0.204 2.275 0.235 -0.22
N -0.640 1.145 -0.148 -0.22
H -0.564 -2.542 1.357 0.23
H -0.920 -2.902 -0.343 0.24
H -1.640 -1.474 0.425 0.23
H 1.237 -1.733 -0.374 0.44
H 1.124 1.570 -1.747 0.27
H 0.532 2.272 1.268 0.25
H -0.131 3.244 -0.122 0.26
```

<2>
DFT (the ωB97M-V functional and the def2-TZVPD basis) results for an isolated ion of composition C4H7N2 and charge +1.

Computed properties:
Structure (SMILES): N#[N+]CC1CC1
Spin multiplicity: 1
Orbital gap, hartree: 0.371
Total charge: +1
HOMO, eV: -15.519

Geometry as XYZ:
```
13
Properties=species:S:1:pos:R:3:nbo_charge:R:1
N -0.743 2.135 1.914 0.24
N -1.144 1.604 1.051 0.06
C -1.240 0.135 0.155 -0.12
C -0.198 -0.178 -0.691 -0.34
C 1.368 0.057 -0.380 -0.28
C 0.910 -1.236 -0.309 -0.31
H -2.273 0.225 -0.280 0.29
H -1.143 -0.229 1.170 0.24
H -0.412 -0.002 -1.681 0.25
H 1.390 0.635 0.584 0.22
H 1.782 0.507 -1.171 0.25
H 1.071 -2.052 -1.036 0.28
H 0.632 -1.601 0.674 0.23
```

<3>
DFT (the ωB97M-V functional and the def2-TZVPD basis) results for C4H7N2 as an isolated structure.

Computed properties:
Spin multiplicity: 1
Orbital gap, hartree: 0.374
Total charge: +1
HOMO, eV: -15.123

Geometry as XYZ:
```
13
Properties=species:S:1:pos:R:3:nbo_charge:R:1
C 0.721 0.099 0.709 0.33
C 1.798 -0.278 1.287 -0.42
C -0.649 0.639 0.605 -0.51
C -1.030 0.034 -0.751 -0.28
N 0.861 -0.805 -2.088 -0.15
N 0.299 -0.381 -1.135 0.02
H 2.615 -0.752 0.767 0.29
H 1.960 -0.131 2.349 0.29
H -1.254 0.306 1.451 0.28
H -0.643 1.728 0.591 0.27
H -1.659 -0.853 -0.639 0.26
H -1.517 0.701 -1.472 0.26
H 0.344 -0.955 -2.969 0.36
```

<4>
DFT (the ωB97M-V functional and the def2-TZVPD basis) results for C4H7N2 as an isolated structure.

Computed properties:
Spin multiplicity: 1
Orbital gap, hartree: 0.380
Total charge: +1
HOMO, eV: -15.754

Geometry as XYZ:
```
13
Properties=species:S:1:pos:R:3:nbo_charge:R:1
C 1.090 -0.550 1.393 0.25
C -0.826 0.654 -1.163 -0.48
C -0.763 -0.770 -0.563 -0.20
C 0.192 0.985 -0.138 0.34
N 0.241 -0.214 0.331 -0.29
N 1.640 0.491 1.804 -0.56
H 1.160 -1.596 1.688 0.22
H -0.479 0.751 -2.193 0.28
H -1.775 1.181 -1.078 0.28
H -1.658 -1.104 -0.041 0.24
H -0.392 -1.562 -1.212 0.25
H 0.739 1.865 0.148 0.27
H 2.296 0.418 2.573 0.40
```

Tell me which of them is the least stable. Sure, it is <3>.

<1>
DFT (the ωB97M-V functional and the def2-TZVPD basis) results for an isolated ion of composition C4H7N2 and charge +1.

Computed properties:
Spin multiplicity: 1
Orbital gap (spin up / spin down), hartree: 0.329 / 0.329
Total charge: +1
HOMO (spin up / spin down), eV: -14.857 / -14.858

Geometry as XYZ:
```
13
Properties=species:S:1:pos:R:3:nbo_charge:R:1
C 1.786 -1.151 0.086 0.14
C 1.197 1.025 -0.137 -0.27
C 2.366 0.004 0.155 -0.23
C -2.152 -0.474 0.098 -0.51
N 0.170 0.048 -0.011 -0.03
N -1.026 0.323 -0.236 0.02
H 1.069 1.753 0.661 0.25
H 1.040 1.583 -1.066 0.27
H 3.343 0.131 0.697 0.31
H -2.992 0.125 -0.331 0.28
H -1.927 -1.602 0.024 0.25
H -2.251 -0.412 1.187 0.28
H 1.868 -2.179 0.058 0.24
```

<2>
DFT (the ωB97M-V functional and the def2-TZVPD basis) results for an isolated ion of composition C4H7N2 and charge +1.

Computed properties:
Structure (SMILES): [H]/N=C/[NH+]=C\C=C
Spin multiplicity: 1
Orbital gap, hartree: 0.342
Total charge: +1
HOMO, eV: -15.168

Geometry as XYZ:
```
13
Properties=species:S:1:pos:R:3:nbo_charge:R:1
H 0.196 -2.940 -2.504 0.41
N -0.238 -2.557 -1.672 -0.56
C -0.277 -1.349 -1.410 0.24
N -0.979 -0.986 -0.176 -0.47
C -0.778 -0.016 0.682 0.28
C 0.367 0.813 0.474 -0.37
C 0.750 1.835 1.233 -0.15
H 0.074 -0.413 -2.075 0.21
H -1.653 -1.765 0.048 0.46
H -1.433 0.025 1.439 0.23
H 1.127 0.511 -0.262 0.24
H 0.009 2.294 1.886 0.22
H 1.842 2.180 1.106 0.25
```

Tell me which of them is the least stable. Sure, it is <1>.

<1>
DFT (the ωB97M-V functional and the def2-TZVPD basis) results for C4H7N2 as an isolated structure.

Computed properties:
Spin multiplicity: 1
Orbital gap, hartree: 0.389
Total charge: +1
HOMO, eV: -15.445

Geometry as XYZ:
```
13
Properties=species:S:1:pos:R:3:nbo_charge:R:1
C 0.786 1.331 0.532 0.38
C -0.807 -0.797 -0.463 -0.48
C -0.335 -1.036 1.008 -0.15
C 0.341 -0.020 -0.826 0.11
N 0.926 -0.028 0.603 -0.35
N 0.270 1.390 -0.725 -0.48
H 1.044 2.108 1.275 0.26
H -0.921 -1.744 -0.969 0.26
H -1.734 -0.284 -0.669 0.26
H -0.839 -0.588 1.911 0.25
H 0.144 -2.083 1.115 0.26
H 1.107 -0.340 -1.480 0.25
H 0.017 2.092 -1.311 0.44
```

<2>
DFT (the ωB97M-V functional and the def2-TZVPD basis) results for an isolated ion of composition C4H7N2 and charge +1.

Computed properties:
Structure (SMILES): C#[N+][C@H]1C[C@@H]1N
Spin multiplicity: 1
Orbital gap (spin up / spin down), hartree: 0.300 / 0.300
Total charge: +1
HOMO (spin up / spin down), eV: -13.130 / -13.131

Geometry as XYZ:
```
13
Properties=species:S:1:pos:R:3:nbo_charge:R:1
C 1.301 1.878 -1.226 0.34
N 0.936 1.515 -0.177 -0.19
C 0.424 0.575 0.644 -0.17
C -1.043 0.254 0.531 -0.42
C -0.291 -0.694 -0.279 0.07
N -0.207 -2.032 0.101 -0.78
H 1.587 2.625 -2.063 0.32
H 0.867 0.334 1.523 0.26
H -1.487 -0.172 1.481 0.25
H -1.614 1.121 0.214 0.26
H -0.405 -0.564 -1.328 0.23
H 0.463 -2.741 -0.437 0.44
H -0.530 -2.099 1.017 0.39
```

<3>
DFT (the ωB97M-V functional and the def2-TZVPD basis) results for C4H7N2 as an isolated structure.

Computed properties:
Spin multiplicity: 1
Orbital gap (spin up / spin down), hartree: 0.251 / 0.251
Total charge: +1
HOMO (spin up / spin down), eV: -14.122 / -14.123

Geometry as XYZ:
```
13
Properties=species:S:1:pos:R:3:nbo_charge:R:1
C -1.691 1.008 0.025 0.05
C -0.837 -0.289 -0.001 0.34
C -1.146 -1.651 0.093 -0.71
C 2.742 0.892 -0.185 0.08
N -0.629 1.693 0.233 -0.19
N 0.165 0.488 0.033 -0.30
H -2.805 1.144 0.188 0.24
H -0.461 -2.325 0.597 0.27
H -1.431 -1.961 -0.909 0.29
H -2.110 -1.601 0.607 0.27
H 2.825 1.681 0.381 0.16
H 2.209 1.049 -1.191 0.25
H 3.169 -0.128 0.130 0.24
```

<4>
DFT (the ωB97M-V functional and the def2-TZVPD basis) results for an isolated ion of composition C4H7N2 and charge +1.

Computed properties:
Spin multiplicity: 1
Orbital gap (spin up / spin down), hartree: 0.284 / 0.290
Total charge: +1
HOMO (spin up / spin down), eV: -12.692 / -12.491

Geometry as XYZ:
```
13
Properties=species:S:1:pos:R:3:nbo_charge:R:1
C 0.828 -0.275 -0.202 0.54
C -1.501 0.558 -0.055 0.08
C 3.064 0.387 0.188 -0.16
C -2.781 -0.255 0.042 -0.69
N -0.325 0.075 -0.202 -0.22
N 2.065 -0.458 -0.054 -0.50
H -1.411 1.598 0.168 0.24
H 4.090 0.051 0.134 0.22
H 3.054 1.435 0.099 0.22
H -3.456 -0.334 -0.781 0.27
H -2.644 -1.399 0.107 0.25
H -3.411 0.071 0.815 0.26
H 2.428 -1.455 -0.258 0.49
```

Tell me which of them is the least stable. Sure, it is <3>.

<1>
DFT (the ωB97M-V functional and the def2-TZVPD basis) results for an isolated ion of composition C4H12NO and charge +1.

Computed properties:
Structure (SMILES): CC[C@@](C)([NH3+])O
Spin multiplicity: 1
Orbital gap, hartree: 0.441
Total charge: +1
HOMO, eV: -15.709

Geometry as XYZ:
```
18
Properties=species:S:1:pos:R:3:nbo_charge:R:1
C -1.151 0.747 -1.659 -0.61
C -0.935 0.625 -0.128 -0.48
C 0.228 -0.285 0.219 0.42
C 1.834 0.263 0.208 -0.62
N 0.073 -0.767 1.654 -0.73
O 0.308 -1.440 -0.593 -0.69
H -0.198 1.089 -2.190 0.23
H -1.573 -0.106 -2.135 0.22
H -1.834 1.580 -1.840 0.24
H -0.879 1.633 0.276 0.25
H -1.933 0.293 0.435 0.21
H 1.886 0.378 -0.924 0.26
H 2.298 -0.544 0.619 0.21
H 2.153 1.233 0.622 0.25
H 0.557 -0.173 2.335 0.45
H -0.899 -0.963 1.920 0.44
H 0.622 -1.711 1.817 0.46
H -0.559 -1.853 -0.634 0.48
```

<2>
DFT (the ωB97M-V functional and the def2-TZVPD basis) results for a 2-piece molecular cluster, C4H12NO overall.

Computed properties:
Spin multiplicity: 1
Orbital gap, hartree: 0.179
Total charge: +1
HOMO, eV: -14.843

Geometry as XYZ:
```
18
Properties=species:S:1:pos:R:3:nbo_charge:R:1
O 0.875 -1.662 -0.433 -0.61
C 2.011 -0.995 0.065 -0.10
C 2.024 0.497 -0.287 -0.43
N 0.784 1.035 -0.239 0.01
C -2.618 0.657 1.199 -0.61
C -2.634 0.261 -0.278 -0.59
H 0.205 -0.974 -0.522 0.48
H 2.945 -1.430 -0.297 0.24
H 1.989 -1.124 1.159 0.24
H 2.488 0.672 -1.285 0.36
H 2.699 0.994 0.469 0.41
H -2.024 -0.034 1.797 0.20
H 0.828 1.940 -0.744 0.38
H -2.001 1.559 1.317 0.19
H -3.628 0.801 1.564 0.23
H -3.326 -0.575 -0.348 0.23
H -1.684 -0.116 -0.672 0.15
H -2.984 1.060 -0.923 0.22
```

Tell me which of them is the least stable. Sure, it is <2>.

<1>
DFT (the ωB97M-V functional and the def2-TZVPD basis) results for an isolated ion of composition C4H12NO and charge +1.

Computed properties:
Structure (SMILES): CC[NH2+]CCO
Spin multiplicity: 1
Orbital gap, hartree: 0.447
Total charge: +1
HOMO, eV: -15.197

Geometry as XYZ:
```
18
Properties=species:S:1:pos:R:3:nbo_charge:R:1
C 0.164 -1.800 -1.775 -0.64
C -0.522 -0.922 -0.751 -0.24
N 0.423 0.177 -0.370 -0.50
C -0.296 1.397 0.188 -0.24
C -0.281 1.345 1.741 -0.09
O 0.748 0.353 2.124 -0.77
H 0.218 -1.210 -2.690 0.21
H -0.224 -2.767 -2.075 0.27
H 1.206 -1.975 -1.526 0.22
H -1.478 -0.691 -1.210 0.24
H -0.804 -1.371 0.200 0.23
H 0.843 0.419 -1.268 0.44
H 1.031 -0.150 0.341 0.47
H 0.447 2.157 -0.065 0.23
H -1.268 1.465 -0.238 0.24
H -0.024 2.224 2.258 0.22
H -1.154 0.789 2.079 0.20
H 0.972 0.559 3.037 0.51
```

<2>
DFT (the ωB97M-V functional and the def2-TZVPD basis) results for a 2-piece molecular cluster, C4H12NO overall.

Computed properties:
Spin multiplicity: 1
Orbital gap, hartree: 0.305
Total charge: +1
HOMO, eV: -13.801

Geometry as XYZ:
```
18
Properties=species:S:1:pos:R:3:nbo_charge:R:1
C 2.336 -0.362 0.394 -0.61
C 0.500 1.368 -0.076 -0.60
C -2.554 -0.342 -0.475 0.36
C 0.999 -0.050 -0.386 -0.04
N -0.107 -0.855 0.130 -0.82
O -3.144 -0.022 0.589 -0.53
H 2.206 -0.166 1.456 0.21
H 2.518 -1.442 0.339 0.22
H 3.077 0.213 -0.106 0.23
H 0.293 1.425 0.931 0.21
H -0.266 1.496 -0.838 0.19
H 1.235 2.049 -0.332 0.23
H -2.309 0.270 -1.357 0.22
H -2.211 -1.390 -0.414 0.22
H 1.185 -0.234 -1.415 0.21
H -0.140 -1.013 1.150 0.39
H -0.180 -1.816 -0.336 0.38
H -3.438 0.870 0.744 0.54
```

<3>
DFT (the ωB97M-V functional and the def2-TZVPD basis) results for a 2-piece molecular cluster, C4H12NO overall.

Computed properties:
Spin multiplicity: 1
Orbital gap, hartree: 0.415
Total charge: +1
HOMO, eV: -14.508

Geometry as XYZ:
```
18
Properties=species:S:1:pos:R:3:nbo_charge:R:1
C 1.085 1.114 1.367 -0.66
C -0.337 0.733 1.532 -0.49
C -1.006 0.206 0.296 0.21
C -2.014 0.589 -0.556 -0.37
N -0.345 -1.186 -0.205 -0.76
H 1.322 2.284 1.493 0.26
H 1.469 1.191 0.373 0.22
H 1.857 0.592 1.995 0.24
H -0.974 1.573 1.765 0.26
H -0.490 0.040 2.294 0.24
H -2.498 1.512 -0.316 0.24
H -2.458 -0.049 -1.361 0.24
H -0.410 -1.916 0.543 0.43
H -0.702 -1.490 -1.066 0.43
H 0.667 -1.224 -0.533 0.48
H 1.914 -0.510 -2.515 0.52
H 1.533 -2.123 -2.880 0.52
O 1.387 -1.335 -2.224 -1.02
```

Tell me which of them is the least stable. Sure, it is <2>.

<1>
DFT (the ωB97M-V functional and the def2-TZVPD basis) results for an isolated ion of composition C4H12NO and charge +1.

Computed properties:
Structure (SMILES): C[C@@H]([NH3+])CCO
Spin multiplicity: 1
Orbital gap, hartree: 0.426
Total charge: +1
HOMO, eV: -14.998

Geometry as XYZ:
```
18
Properties=species:S:1:pos:R:3:nbo_charge:R:1
C 1.307 -1.672 -0.042 -0.64
C 0.151 -0.661 0.033 -0.04
N -0.090 -0.269 1.461 -0.70
C 0.378 0.578 -0.835 -0.47
C -0.716 1.642 -0.688 -0.08
O -1.856 1.176 0.055 -0.78
H 1.187 -2.551 0.614 0.23
H 2.242 -1.343 0.424 0.23
H 1.266 -1.975 -1.094 0.25
H -0.711 -1.202 -0.338 0.23
H -1.031 0.156 1.555 0.47
H -0.335 -1.047 2.085 0.45
H 0.564 0.425 1.827 0.44
H 1.410 0.961 -0.808 0.24
H 0.401 0.198 -1.872 0.25
H -0.420 2.593 -0.227 0.20
H -1.070 1.815 -1.709 0.21
H -2.679 1.176 -0.442 0.51
```

<2>
DFT (the ωB97M-V functional and the def2-TZVPD basis) results for a 3-piece molecular cluster, C4H12NO overall.

Computed properties:
Spin multiplicity: 1
Orbital gap, hartree: 0.145
Total charge: +1
HOMO, eV: -13.421

Geometry as XYZ:
```
18
Properties=species:S:1:pos:R:3:nbo_charge:R:1
C 1.461 -0.742 2.815 -0.70
C 1.178 0.212 1.745 0.08
C 0.475 -0.165 0.615 -0.08
C -0.014 -1.509 0.304 -0.56
O -0.828 -0.264 -1.826 -0.61
N -1.596 2.312 -2.681 -0.89
H 2.532 -0.809 3.037 0.29
H 1.074 -1.725 2.578 0.23
H 1.023 -0.402 3.760 0.29
H 1.379 1.267 1.826 0.24
H 0.090 0.541 -0.093 0.25
H -0.624 -1.373 -0.653 0.30
H -0.553 -2.020 1.099 0.25
H 0.751 -2.199 -0.063 0.31
H -2.573 2.478 -2.484 0.38
H -1.400 -0.880 -2.333 0.48
H -1.260 2.712 -3.549 0.39
H -1.341 1.325 -2.587 0.37
```

Tell me which of them is the least stable. Sure, it is <2>.